Here is C12H26BN2O2P2Sc as an isolated structure from the OMol25 dataset. Energies are from ωB97M-V/def2-TZVPD.

Structure (XYZ):
```
46
Properties=species:S:1:pos:R:3:forces:R:3:mulliken_charge:R:1
Sc -0.14513 -0.71970 -0.67670 0.4 -1.0 1.8 -0.131
P -0.66376 -1.88933 1.64193 -0.7 0.4 0.5 1.045
C -2.13972 -0.79702 1.35261 -0.7 -0.1 -0.6 -1.228
C -1.80107 0.67825 1.29442 -0.1 -0.1 0.0 0.743
N -0.77203 1.01364 0.47152 -0.1 0.3 0.0 0.459
C -0.39939 2.31401 0.34267 -0.1 0.0 0.1 0.440
C -1.04659 3.30763 1.06475 0.1 0.0 -0.2 -0.768
C -2.11396 2.97240 1.89312 0.1 0.0 -0.1 -0.515
C -2.50304 1.64173 1.99914 0.1 -0.3 0.1 -0.904
C 0.72349 2.65618 -0.61246 0.0 -0.3 0.4 -1.116
P 1.02946 1.31588 -1.86644 0.4 2.1 -0.7 1.030
H -3.33731 1.32084 2.62136 0.2 0.2 -0.1 0.518
H -0.71202 4.33810 0.93831 -0.2 -0.3 0.1 0.499
H -2.64412 3.74201 2.44305 0.1 0.0 0.0 0.464
H 0.49729 3.59995 -1.13954 0.1 -0.4 0.2 0.576
H 1.67042 2.81539 -0.06297 -0.4 -0.1 -0.1 0.496
H -2.56395 -1.13170 0.33898 0.2 0.4 2.1 0.202
H -2.84815 -1.01515 2.16060 -0.2 0.2 -0.4 0.566
H -1.57208 -1.23823 -2.59958 -1.3 0.1 1.5 0.416
O -2.03873 -1.19634 -1.54757 0.8 0.2 -1.9 -0.766
H -2.92101 -0.78183 -1.59909 0.5 -0.3 0.0 0.324
H 0.16901 -0.80650 -2.94683 -1.3 -0.4 -2.4 0.426
O -0.65545 -1.07150 -3.51929 2.2 0.1 1.1 -0.528
H -0.42980 -1.91679 -3.94734 0.1 0.0 -0.2 0.406
C 0.17366 2.07159 -3.29589 -0.3 -0.2 -0.3 -1.421
H 0.56941 3.08362 -3.46356 -0.1 -0.3 0.1 0.500
H 0.33719 1.46662 -4.19955 -0.1 0.3 0.2 0.446
H -0.90578 2.13907 -3.09836 0.2 0.0 -0.1 0.376
C 2.77699 1.61841 -2.28275 0.3 -0.6 0.1 -1.276
H 3.14371 0.75977 -2.86087 0.1 0.3 0.1 0.369
H 2.89350 2.53608 -2.87748 -0.2 -0.3 0.2 0.416
H 3.37045 1.69799 -1.36212 -0.1 -0.1 -0.3 0.451
C -0.07995 -1.32972 3.27198 0.5 0.0 0.0 -1.165
H -0.74094 -1.70659 4.06300 0.1 0.1 -0.2 0.418
H 0.93478 -1.72286 3.42442 -0.3 0.1 0.1 0.395
H -0.03987 -0.23495 3.31472 0.1 -0.2 0.0 0.372
C -1.48202 -3.47648 1.99194 0.2 -0.3 -0.4 -1.306
H -0.72291 -4.26760 1.94121 -0.3 0.1 0.1 0.412
H -1.93351 -3.46974 2.99243 0.1 0.1 -0.3 0.413
H -2.25056 -3.68106 1.23533 0.2 0.0 0.2 0.401
B 3.94058 -2.65066 0.74725 0.6 -0.2 0.3 0.090
C 2.73062 -2.00380 0.07004 -0.5 0.1 -0.2 0.233
N 1.76644 -1.52609 -0.41904 0.0 0.1 -0.3 -0.617
H 3.56447 -3.18700 1.78000 -0.2 0.2 -0.3 -0.073
H 4.76442 -1.78532 0.99657 -0.3 0.0 -0.2 -0.049
H 4.40698 -3.48322 -0.01394 -0.3 0.3 0.0 -0.040
```
Forces are in eV/Å.

Summary:
Orbital gap   7.05 eV
E   -2200.6295 Ha
Net charge   +2
HOMO level   -14.9 eV



Here is one molecule with the formula C15H17N3O2S from the OMol25 dataset. Energies are from ωB97M-V/def2-TZVPD.

Structure (XYZ):
```
38
Properties=species:S:1:pos:R:3:forces:R:3:mulliken_charge:R:1
C 0.06843 0.41455 3.42731 0.1 0.0 0.2 -1.372
C -1.24917 1.09230 3.26290 -0.1 0.0 -0.1 0.868
C -1.86408 1.70504 4.34715 -0.1 0.0 0.0 -0.687
C -3.08562 2.34268 4.22517 0.0 0.0 0.0 -0.592
C -3.72723 2.38331 2.99740 -0.1 0.0 0.0 -0.603
C -3.13901 1.78490 1.90312 0.1 -0.1 0.0 -0.812
C -1.90659 1.13815 2.02338 -0.5 0.3 0.3 0.346
C -1.33901 0.53184 0.84230 0.6 -0.5 -0.2 0.853
N -0.24311 -0.16321 0.72612 -0.3 0.6 1.3 -0.581
N -0.13013 -0.53351 -0.55657 -0.4 -0.3 -1.2 0.204
C -1.15022 -0.03510 -1.18048 0.3 -0.4 -0.2 0.152
S -1.57022 -0.21689 -2.85589 -0.1 -0.1 -0.1 -0.231
C -0.05660 0.41393 -3.68881 -0.3 0.3 0.2 -0.638
H 0.10762 -0.23719 -4.54481 0.0 0.0 0.0 0.393
H -0.29389 1.42414 -4.02399 0.2 -0.1 0.0 0.433
C 1.15458 0.48979 -2.76834 0.0 0.0 -0.5 0.469
O 1.48912 1.55775 -2.28908 -0.1 0.3 0.1 -0.672
N 1.82976 -0.64841 -2.57414 0.4 -0.1 -0.1 0.126
C 1.41003 -1.97866 -2.97508 -0.3 -0.3 -0.3 -0.571
C 2.42185 -2.90838 -2.30480 0.0 0.0 0.1 -0.739
H 1.98932 -3.87861 -2.07132 0.0 -0.1 -0.1 0.367
C 2.82990 -2.12171 -1.06191 0.1 0.0 -0.1 -0.482
C 2.90616 -0.69909 -1.59808 0.2 0.2 0.3 -0.759
H 2.73990 0.06624 -0.83985 0.1 0.0 -0.1 0.326
H 3.86282 -0.50471 -2.09598 0.0 0.0 0.1 0.396
H 3.77101 -2.45926 -0.63451 0.0 0.0 0.1 0.398
H 2.04515 -2.17904 -0.30877 0.0 0.0 0.0 0.197
H 3.28580 -3.05735 -2.95434 0.0 0.0 0.0 0.308
H 1.41692 -2.08075 -4.06450 0.0 -0.1 0.1 0.360
H 0.39968 -2.17988 -2.60528 0.1 0.0 -0.1 0.271
O -1.96837 0.64458 -0.35649 0.0 0.2 0.2 -0.324
H -3.62733 1.81034 0.94063 0.0 0.0 -0.1 0.463
H -4.67989 2.88016 2.89492 -0.1 0.0 0.0 0.399
H -3.53774 2.80925 5.08775 0.0 0.0 0.1 0.390
H -1.37168 1.68040 5.30855 0.1 0.0 0.1 0.343
H 0.79984 0.83821 2.74231 0.1 -0.1 0.0 0.293
H 0.42750 0.51488 4.44834 0.0 0.0 0.1 0.408
H -0.01549 -0.64068 3.17569 0.1 0.0 0.0 0.298
```
Forces are in eV/Å.

Summary:
Orbital gap   9.02 eV
Structure (SMILES)   Cc1ccccc1-c1nnc(SCC(=O)N2CCCC2)o1
E   -1294.7276 Ha
HOMO level   -8.7 eV



Here is a 2-piece molecular cluster, F2HNS overall from the OMol25 dataset. Energies are from ωB97M-V/def2-TZVPD.

Structure (XYZ):
```
5
Properties=species:S:1:pos:R:3:forces:R:3:mulliken_charge:R:1
N -0.14315 -0.77448 0.33954 -6.2 -3.3 -5.1 -0.130
F -0.27457 0.20937 -1.77557 1.8 2.5 -1.7 -0.399
F 0.47086 1.27087 1.70214 0.1 -1.0 -0.5 -0.217
S 0.81989 -0.31266 1.26988 6.1 3.8 6.4 0.306
H -0.87303 -0.39309 -1.53598 -1.9 -2.1 0.8 0.441
```
Forces are in eV/Å.

Summary:
Spin multiplicity   3
Orbital gap (alpha / beta)   9.11 / 8.75 eV
<S²>   2.0141
E   -653.1038 Ha
HOMO level (alpha / beta)   -8.4 / -12.6 eV



Here is C5H4LiO6Sm as an isolated structure from the OMol25 dataset. Energies are from ωB97M-V/def2-TZVPD.

Structure (XYZ):
```
17
Properties=species:S:1:pos:R:3:forces:R:3:mulliken_charge:R:1
O 4.44478 5.53090 -2.40989 -0.8 -0.4 0.1 -0.155
C 3.53486 4.85754 -2.25822 2.2 1.4 -0.3 0.668
O 2.62197 4.14464 -2.09650 -1.4 -0.9 0.2 -0.484
O -0.86899 0.66579 -1.14788 0.6 1.5 -0.4 -0.559
Sm 0.57114 2.78249 -1.74768 -0.6 -0.9 0.3 1.918
O -4.91873 0.79096 1.50551 0.3 0.1 -0.4 -0.843
C -4.51637 0.08006 0.55675 -1.1 0.3 0.3 1.041
O -4.92622 0.19001 -0.62293 0.0 0.3 -0.6 -0.863
O -3.64656 -0.90262 0.87832 1.4 -1.3 0.7 -0.327
C -3.15621 -1.77086 -0.12832 0.2 -2.2 0.3 -0.566
C -1.57608 -1.49735 -0.41178 -3.5 0.5 -0.8 -0.311
C -1.70187 -0.06031 -0.66577 1.8 0.6 -0.5 0.237
Li -6.13805 1.55285 0.16220 0.3 -0.5 0.2 0.888
H -3.98842 -1.91207 -0.83227 1.1 1.5 -1.5 0.345
H -3.15110 -2.86177 0.01943 -0.1 0.2 2.1 0.351
H -1.29198 -2.02647 -1.33473 0.3 0.3 0.2 0.336
H -0.85759 -1.65495 0.40432 -0.7 -0.3 0.1 0.323
```
Forces are in eV/Å.

Summary:
Spin multiplicity   8
Orbital gap (alpha / beta)   5.55 / 5.70 eV
<S²>   15.7591
E   -1309.2722 Ha
Net charge   +2
HOMO level (alpha / beta)   -14.7 / -14.7 eV



The records above give, respectively, ΔE to the lowest compared entry with this formula, charge and spin values of 0.000, 0.882, 0.000, 0.000 eV.